{"formula": "C48H57CaCl3N3OP2STe", "method": "ωB97M-V/def2-TZVPD", "symbols": ["Ca", "C", "C", "C", "P", "C", "C", "C", "C", "C", "C", "C", "C", "C", "N", "C", "C", "C", "C", "C", "C", "P", "C", "C", "C", "C", "C", "C", "H", "H", "H", "H", "H", "H", "H", "H", "H", "H", "H", "H", "H", "H", "H", "H", "H", "H", "H", "H", "H", "H", "H", "H", "H", "H", "H", "H", "H", "H", "H", "H", "H", "H", "H", "H", "C", "Te", "C", "C", "C", "C", "C", "C", "C", "H", "H", "H", "H", "H", "H", "H", "H", "Cl", "C", "C", "C", "C", "C", "C", "N", "C", "C", "N", "C", "O", "C", "C", "C", "Cl", "S", "C", "C", "C", "Cl", "C", "H", "H", "H", "H", "H", "H", "H", "H", "H", "H", "H", "H", "H"], "coordinates": [[-0.244, 0.188, -0.752], [-3.738, -0.145, 1.140], [-4.165, 0.812, 0.029], [-5.316, 1.698, 0.495], [-2.687, 1.753, -0.582], [-3.368, 2.942, -1.812], [-4.134, 2.187, -2.898], [-2.228, 3.759, -2.416], [-2.175, 2.724, 0.870], [-2.809, 3.917, 1.223], [-2.475, 4.601, 2.379], [-1.491, 4.074, 3.209], [-0.837, 2.907, 2.873], [-1.143, 2.210, 1.691], [-0.409, 1.106, 1.279], [0.106, 0.194, 2.189], [-0.604, -0.206, 3.339], [-0.173, -1.256, 4.122], [0.985, -1.958, 3.793], [1.721, -1.554, 2.697], [1.324, -0.478, 1.896], [2.316, 0.167, 0.500], [3.292, 1.572, 1.223], [2.553, 2.899, 1.068], [3.683, 1.350, 2.682], [3.607, -1.076, 0.030], [4.786, -1.333, 0.971], [2.943, -2.372, -0.435], [-4.589, -0.746, 1.466], [-3.370, 0.411, 2.005], [-2.951, -0.829, 0.816], [-4.490, 0.219, -0.832], [-5.013, 2.310, 1.347], [-6.154, 1.077, 0.818], [-5.681, 2.361, -0.290], [-4.061, 3.618, -1.306], [-3.501, 1.429, -3.370], [-4.448, 2.881, -3.679], [-5.026, 1.693, -2.516], [-1.567, 3.117, -3.006], [-1.620, 4.250, -1.655], [-2.624, 4.522, -3.090], [-3.587, 4.319, 0.587], [-2.979, 5.524, 2.634], [-1.215, 4.594, 4.118], [-0.052, 2.524, 3.514], [-1.520, 0.314, 3.588], [-0.751, -1.544, 4.991], [1.318, -2.793, 4.396], [2.634, -2.083, 2.468], [4.196, 1.598, 0.604], [1.636, 2.897, 1.659], [2.282, 3.100, 0.029], [3.179, 3.720, 1.424], [2.798, 1.375, 3.320], [4.355, 2.146, 3.007], [4.180, 0.395, 2.848], [4.026, -0.591, -0.860], [4.500, -1.831, 1.896], [5.302, -0.412, 1.236], [5.509, -1.977, 0.466], [2.410, -2.869, 0.376], [3.698, -3.061, -0.821], [2.220, -2.191, -1.235], [-1.264, 6.975, 0.244], [0.227, 5.521, 0.730], [1.482, 6.592, -0.639], [0.742, 7.859, -0.990], [1.364, 8.852, -1.745], [0.690, 10.014, -2.078], [-0.622, 10.195, -1.658], [-1.246, 9.214, -0.908], [-0.572, 8.042, -0.569], [-1.680, 7.382, 1.164], [-2.070, 6.505, -0.320], [1.667, 5.988, -1.527], [2.436, 6.808, -0.162], [2.388, 8.711, -2.069], [1.186, 10.779, -2.660], [-1.154, 11.103, -1.910], [-2.268, 9.356, -0.575], [2.666, -5.924, 3.997], [1.948, -6.105, 2.433], [2.501, -5.452, 1.346], [1.890, -5.585, 0.111], [0.741, -6.347, -0.072], [0.092, -6.327, -1.435], [-1.289, -5.645, -1.428], [-1.198, -4.316, -0.841], [-1.271, -4.023, 0.499], [-1.009, -2.697, 0.615], [-0.759, -2.167, -0.639], [-0.881, -3.179, -1.483], [-0.002, -7.635, -1.952], [-0.056, -7.704, -3.378], [1.175, -7.132, -4.014], [1.244, -5.949, -4.685], [-0.060, -4.863, -4.991], [2.823, -5.570, -5.232], [3.438, -7.008, -4.529], [2.465, -7.738, -3.929], [0.234, -7.016, 1.040], [-1.191, -8.004, 0.933], [0.824, -6.902, 2.289], [3.391, -4.851, 1.468], [2.312, -5.072, -0.745], [0.744, -5.719, -2.074], [-2.002, -6.231, -0.854], [-1.661, -5.545, -2.446], [-1.503, -4.774, 1.234], [-0.968, -2.099, 1.511], [-0.753, -3.140, -2.553], [-0.950, -7.207, -3.764], [-0.141, -8.765, -3.602], [4.486, -7.244, -4.620], [2.642, -8.681, -3.433], [0.405, -7.423, 3.138]], "forces_ev_per_angstrom": [[-0.1, 0.0, -0.1], [0.0, 0.0, 0.0], [0.0, 0.0, 0.0], [0.0, 0.0, 0.0], [0.0, 0.0, 0.0], [0.0, 0.0, 0.0], [0.0, 0.0, 0.0], [0.0, 0.0, 0.0], [-0.1, 0.0, 0.0], [0.0, -0.1, 0.0], [-0.1, 0.0, 0.1], [-0.1, -0.1, 0.1], [0.0, -0.1, 0.0], [0.0, 0.0, 0.0], [-0.1, 0.0, 0.0], [0.0, 0.0, 0.0], [0.0, 0.0, 0.0], [0.0, 0.0, 0.0], [0.0, 0.0, 0.0], [0.0, 0.0, 0.0], [0.0, 0.0, 0.0], [0.1, 0.0, 0.0], [0.0, 0.0, 0.0], [0.0, 0.0, 0.0], [0.0, 0.0, 0.0], [0.0, 0.0, 0.0], [0.0, 0.0, 0.0], [0.0, 0.0, 0.0], [0.0, 0.0, 0.0], [0.0, 0.0, 0.0], [0.0, 0.0, 0.0], [0.0, 0.0, 0.0], [0.0, 0.0, 0.0], [0.0, 0.0, 0.0], [0.0, 0.0, 0.0], [0.0, 0.0, 0.0], [0.0, 0.0, 0.0], [0.0, 0.0, 0.0], [0.0, 0.0, 0.0], [0.0, 0.0, 0.0], [0.0, 0.0, 0.1], [0.0, 0.0, 0.0], [0.0, 0.0, 0.0], [0.0, 0.0, 0.0], [0.0, 0.0, 0.0], [0.0, 0.0, 0.0], [0.0, 0.0, 0.0], [0.0, 0.0, 0.0], [0.0, 0.0, 0.0], [0.0, 0.0, 0.0], [0.0, 0.0, 0.0], [0.0, 0.0, 0.0], [0.0, 0.0, 0.0], [0.0, 0.0, 0.0], [0.0, 0.0, 0.0], [0.0, 0.0, 0.0], [0.0, 0.1, 0.0], [0.0, 0.0, 0.0], [0.0, 0.0, 0.0], [0.0, 0.0, 0.0], [0.0, 0.0, 0.0], [0.0, 0.0, 0.0], [0.0, 0.0, 0.0], [0.0, 0.0, 0.0], [0.1, 0.0, 0.0], [0.2, 0.2, -0.2], [0.0, 0.0, 0.0], [0.0, 0.0, 0.0], [0.0, 0.0, 0.0], [0.0, 0.0, 0.0], [0.0, 0.0, 0.0], [0.0, 0.0, 0.0], [0.0, 0.0, 0.0], [0.0, 0.0, 0.0], [0.0, 0.0, 0.0], [0.0, 0.0, 0.0], [0.0, 0.0, 0.0], [0.0, 0.0, 0.0], [0.0, 0.0, 0.0], [0.0, 0.0, 0.0], [0.0, 0.0, 0.0], [0.0, 0.0, 0.0], [0.0, 0.0, 0.0], [0.0, 0.0, 0.0], [0.0, 0.0, 0.0], [0.0, 0.0, 0.0], [0.0, 0.0, 0.0], [0.0, 0.0, 0.0], [0.0, 0.0, 0.0], [-0.1, 0.0, 0.0], [0.1, 0.0, 0.0], [0.0, 0.0, 0.0], [0.0, 0.0, 0.0], [0.0, 0.0, 0.0], [0.0, 0.0, 0.0], [0.0, 0.0, 0.0], [0.0, 0.0, 0.0], [0.0, 0.0, 0.0], [0.0, 0.0, 0.0], [0.0, 0.0, 0.0], [0.0, 0.0, 0.0], [0.0, 0.0, 0.0], [0.0, 0.0, 0.0], [0.0, 0.0, 0.0], [0.0, 0.0, 0.0], [0.0, 0.0, 0.0], [0.0, 0.0, 0.0], [0.0, 0.0, 0.0], [0.0, 0.0, 0.0], [0.0, 0.0, 0.0], [0.0, 0.0, 0.0], [0.0, 0.0, 0.0], [0.0, 0.0, 0.0], [0.0, 0.0, 0.0], [0.0, 0.0, 0.0], [0.0, 0.0, 0.0], [0.0, 0.0, 0.0]], "lowdin_charge": [1.1936, -0.1110, -0.5449, -0.0998, 1.0103, -0.5782, -0.1187, -0.1205, -0.3389, -0.1430, -0.1483, -0.1261, -0.0775, -0.3637, -0.1719, -0.3672, -0.0434, -0.0696, -0.0817, -0.0987, -0.3351, 1.0063, -0.5343, -0.1705, -0.1000, -0.5494, -0.1035, -0.1410, 0.0877, 0.0718, 0.0416, 0.0998, 0.0762, 0.0855, 0.0686, 0.0933, 0.0748, 0.0856, 0.0647, 0.0706, 0.0323, 0.0873, 0.1025, 0.1086, 0.1146, 0.1163, 0.1111, 0.1110, 0.0956, 0.0791, 0.1073, 0.0256, 0.0552, 0.0843, 0.0808, 0.0884, 0.0583, 0.1028, 0.0647, 0.0663, 0.0846, 0.0436, 0.0845, 0.0591, -0.4280, 1.3636, -0.4435, -0.2923, -0.0443, -0.0821, -0.0822, -0.0441, -0.2874, 0.0549, 0.0490, 0.0503, 0.0510, 0.1147, 0.1038, 0.1037, 0.1148, 0.6997, -0.6544, -0.0964, -0.0196, -0.1803, -0.2985, -0.0603, -0.0448, -0.0193, -0.1259, -0.0708, -0.1490, -0.0898, -0.1394, -0.3289, -0.9760, 0.6671, 1.0073, -0.3933, -0.1216, -0.5780, 0.7654, -0.1187, 0.1063, 0.1111, 0.1321, 0.1061, 0.1171, 0.1317, 0.0887, 0.1161, 0.1063, 0.1413, 0.0735, 0.1252, 0.1104], "multiplicity": 1, "e_above_lowest_kcal_mol": 6.5, "e_lumo_ev": -2.7, "charge": 1, "orbital_gap_ev": 6.4}

{"formula": "C48H57ClN10S2Y", "method": "ωB97M-V/def2-TZVPD", "symbols": ["Y", "N", "C", "C", "N", "H", "H", "H", "H", "H", "H", "H", "H", "N", "C", "C", "C", "C", "C", "C", "S", "N", "C", "C", "C", "C", "C", "C", "N", "H", "H", "H", "H", "H", "H", "H", "H", "H", "C", "C", "C", "C", "C", "C", "C", "N", "C", "N", "C", "C", "C", "C", "C", "C", "C", "N", "C", "C", "C", "C", "C", "C", "C", "H", "H", "H", "H", "H", "H", "H", "H", "H", "H", "H", "H", "H", "H", "H", "H", "H", "H", "H", "H", "H", "H", "Cl", "C", "C", "C", "C", "C", "C", "C", "H", "H", "H", "H", "H", "H", "C", "N", "C", "C", "S", "N", "C", "C", "H", "H", "H", "H", "H", "H", "H", "H", "H", "H", "H", "H"], "coordinates": [[0.168, 0.039, -0.055], [-0.282, -0.751, 2.525], [0.830, -0.842, 3.485], [1.735, 0.349, 3.315], [2.255, 0.400, 1.943], [-0.858, 0.043, 2.791], [-0.885, -1.560, 2.601], [1.383, -1.751, 3.294], [0.474, -0.880, 4.514], [2.526, 0.306, 4.065], [1.160, 1.260, 3.495], [2.921, -0.350, 1.805], [2.763, 1.265, 1.807], [-4.792, 1.826, 0.410], [-5.481, 1.347, 1.545], [-6.801, 1.709, 1.749], [-7.491, 1.247, 2.863], [-6.860, 0.423, 3.779], [-5.532, 0.060, 3.573], [-4.851, 0.518, 2.461], [-3.174, 0.027, 2.193], [-2.704, 0.823, 0.778], [-3.492, 1.555, 0.100], [-2.964, 2.169, -1.162], [-3.695, 3.092, -1.890], [-3.155, 3.620, -3.055], [-1.907, 3.202, -3.454], [-1.241, 2.276, -2.662], [-1.751, 1.769, -1.540], [-5.318, 2.407, -0.209], [-7.297, 2.358, 1.030], [-8.524, 1.538, 3.009], [-7.391, 0.058, 4.649], [-5.023, -0.584, 4.285], [-4.676, 3.425, -1.580], [-3.711, 4.350, -3.632], [-1.440, 3.590, -4.350], [-0.250, 1.939, -2.936], [0.357, -5.771, 0.305], [1.207, -6.338, -0.808], [1.000, -7.645, -1.247], [1.780, -8.213, -2.243], [2.803, -7.477, -2.825], [3.020, -6.172, -2.416], [2.229, -5.601, -1.421], [2.523, -4.261, -1.017], [1.620, -3.222, -0.995], [0.557, -3.468, -1.774], [-0.712, -2.855, -1.949], [-1.062, -1.625, -1.386], [-2.384, -1.235, -1.677], [-3.269, -1.967, -2.453], [-2.846, -3.167, -3.001], [-1.564, -3.629, -2.756], [-1.116, -4.948, -3.353], [1.843, -2.128, -0.301], [3.061, -2.188, 0.446], [3.063, -2.818, 1.689], [4.196, -2.842, 2.488], [5.363, -2.242, 2.035], [5.390, -1.684, 0.764], [4.261, -1.670, -0.062], [4.353, -1.180, -1.488], [0.012, -6.572, 0.962], [-0.528, -5.255, -0.083], [0.917, -5.051, 0.906], [0.223, -8.235, -0.771], [1.595, -9.233, -2.558], [3.424, -7.914, -3.598], [3.809, -5.576, -2.864], [3.430, -4.083, -0.623], [0.648, -4.340, -2.263], [-2.748, -0.309, -1.273], [-4.276, -1.604, -2.635], [-3.515, -3.758, -3.617], [-1.916, -5.375, -3.955], [-0.860, -5.690, -2.587], [-0.245, -4.835, -4.010], [2.151, -3.304, 2.015], [4.169, -3.335, 3.455], [6.253, -2.239, 2.653], [6.318, -1.265, 0.382], [5.275, -0.610, -1.642], [3.500, -0.557, -1.754], [4.368, -2.027, -2.185], [2.362, 7.090, -2.242], [1.712, 5.756, -1.323], [0.344, 5.555, -1.260], [-0.162, 4.479, -0.538], [0.669, 3.552, 0.108], [0.146, 2.376, 0.864], [2.044, 3.828, 0.053], [2.566, 4.908, -0.642], [-0.324, 6.250, -1.759], [-1.241, 4.360, -0.465], [-0.890, 2.574, 1.160], [0.742, 2.302, 1.781], [2.729, 3.164, 0.573], [3.635, 5.094, -0.660], [4.966, 2.122, -2.374], [4.409, 1.333, -3.471], [5.411, 0.770, -4.378], [3.088, 1.094, -3.607], [2.010, 1.281, -2.316], [2.671, 0.713, -4.847], [3.093, 1.484, -6.023], [1.370, 0.073, -5.034], [5.321, 3.085, -2.748], [5.812, 1.589, -1.938], [4.214, 2.291, -1.612], [6.199, 0.317, -3.774], [5.870, 1.531, -5.011], [4.969, 0.000, -5.002], [3.893, 2.172, -5.775], [2.247, 2.072, -6.383], [3.424, 0.826, -6.827], [1.160, -0.621, -4.227], [1.397, -0.474, -5.978], [0.563, 0.811, -5.079]], "forces_ev_per_angstrom": [[0.4, -0.1, 0.7], [0.1, 0.2, -0.6], [-0.1, 0.1, -0.1], [0.0, 0.2, -0.1], [-0.1, -0.3, -0.4], [0.0, 0.0, 0.1], [-0.1, -0.1, 0.0], [0.1, -0.2, 0.0], [-0.1, 0.0, 0.1], [0.1, 0.0, 0.0], [0.0, 0.0, 0.0], [0.1, 0.0, 0.1], [0.0, 0.1, -0.1], [-0.1, -0.1, 0.2], [0.0, 0.1, -0.1], [-0.1, 0.1, -0.1], [0.0, 0.0, 0.0], [0.0, 0.0, 0.0], [0.0, 0.0, 0.1], [0.1, 0.0, 0.0], [-0.3, 0.0, 0.0], [0.5, -0.5, 0.3], [-0.1, 0.2, -0.2], [0.0, 0.0, 0.3], [-0.1, 0.2, -0.1], [-0.2, 0.1, 0.0], [0.1, 0.0, 0.0], [-0.1, 0.0, 0.1], [0.7, -0.2, -0.2], [-0.1, 0.0, -0.1], [0.1, -0.1, 0.1], [0.1, 0.0, 0.0], [0.0, 0.0, -0.1], [-0.1, 0.1, -0.1], [0.1, 0.0, 0.0], [0.0, -0.1, 0.0], [0.0, 0.0, 0.1], [-0.1, 0.0, 0.0], [0.1, 0.0, -0.1], [0.0, 0.0, 0.1], [0.0, 0.0, 0.0], [0.0, 0.0, 0.0], [0.0, 0.0, 0.0], [0.0, 0.1, 0.0], [0.1, 0.0, 0.0], [0.0, -0.1, 0.1], [0.1, 0.0, 0.0], [-0.1, 0.3, 0.0], [0.2, 0.0, 0.0], [-0.2, 0.3, 0.1], [-0.1, -0.3, -0.1], [0.0, 0.0, 0.0], [0.0, 0.0, 0.0], [-0.1, -0.2, -0.1], [-0.1, 0.1, 0.0], [-0.2, 0.3, -0.1], [0.1, 0.0, 0.0], [0.0, 0.0, 0.1], [0.0, -0.1, 0.1], [0.0, 0.0, -0.1], [0.0, 0.0, -0.1], [0.1, 0.1, -0.1], [0.1, -0.1, 0.2], [0.0, 0.0, -0.1], [0.1, 0.0, 0.0], [0.0, -0.1, -0.1], [0.0, 0.0, -0.1], [0.0, 0.1, 0.0], [0.0, 0.0, 0.1], [-0.1, 0.0, 0.0], [0.0, 0.0, 0.1], [0.0, -0.1, -0.1], [-0.1, 0.0, 0.0], [0.1, 0.0, 0.0], [0.0, 0.0, 0.0], [0.0, 0.0, 0.0], [0.0, 0.1, -0.1], [0.0, 0.0, 0.0], [0.0, 0.0, 0.0], [0.0, 0.1, -0.1], [-0.1, 0.0, -0.1], [-0.1, 0.0, 0.1], [-0.1, -0.1, 0.1], [0.1, -0.1, 0.1], [0.0, 0.0, 0.1], [0.0, -0.1, 0.1], [-0.1, 0.0, 0.0], [-0.1, -0.1, 0.0], [0.0, 0.0, -0.2], [0.0, 0.0, 0.3], [0.1, 0.4, -0.3], [0.0, -0.1, -0.1], [0.1, -0.1, 0.0], [0.0, -0.1, 0.0], [0.1, 0.0, 0.0], [0.0, 0.0, 0.0], [-0.2, 0.0, 0.0], [0.0, 0.0, 0.0], [-0.1, 0.0, 0.0], [0.0, -0.1, -0.1], [0.1, 0.1, 0.0], [-0.1, 0.1, 0.1], [0.1, -0.2, -0.2], [-0.3, 0.2, 0.3], [-0.1, 0.1, 0.0], [0.0, -0.1, 0.1], [0.1, 0.1, 0.0], [0.0, 0.0, 0.0], [0.0, 0.0, 0.0], [-0.1, 0.0, 0.0], [0.0, 0.0, 0.0], [0.0, 0.0, 0.0], [0.0, 0.0, 0.0], [0.0, 0.0, 0.0], [0.0, 0.0, 0.0], [0.0, 0.0, 0.0], [0.0, 0.0, 0.1], [0.0, 0.1, 0.1], [0.0, 0.0, 0.0]], "lowdin_charge": [1.4571, -0.0531, -0.2380, -0.2454, 0.0047, -0.0014, 0.0634, 0.0836, 0.1225, 0.1210, 0.1077, 0.0444, 0.0738, 0.1318, -0.2315, -0.0168, -0.0730, -0.0770, -0.0963, -0.4406, 1.0112, -0.2617, -0.3615, -0.2149, -0.0006, -0.0384, -0.0322, -0.1312, 0.0888, 0.1140, 0.1197, 0.1102, 0.1097, 0.1108, 0.1085, 0.1184, 0.1160, 0.0103, -0.0175, -0.2180, -0.0429, -0.0709, -0.0755, -0.0169, -0.2137, 0.1356, -0.3820, 0.1379, -0.2386, -0.1793, -0.1732, -0.0886, -0.0577, -0.2195, -0.0365, 0.0829, -0.3211, -0.0716, -0.0746, -0.0765, -0.0359, -0.2142, -0.0389, 0.0866, 0.0839, 0.0672, 0.1183, 0.1088, 0.1077, 0.1155, 0.1395, 0.0875, 0.0260, 0.1001, 0.1100, 0.0826, 0.0725, 0.0914, 0.1052, 0.1113, 0.1074, 0.1146, 0.0639, -0.0079, 0.0944, 0.6327, -0.6857, -0.1100, -0.0665, -0.3440, -0.2561, -0.0999, -0.1265, 0.1038, 0.1025, 0.0204, 0.0045, 0.0915, 0.1024, -0.0539, -0.1965, -0.0412, -0.7136, 0.7274, -0.2057, -0.0394, -0.0693, 0.1021, 0.0851, 0.0348, 0.0896, 0.0961, 0.0935, 0.0823, 0.0979, 0.0980, 0.0709, 0.0959, 0.0840], "multiplicity": 1, "e_above_lowest_kcal_mol": 42.7, "e_lumo_ev": -2.1, "charge": 1, "orbital_gap_ev": 6.6}

Q: What is the formula in the first record?
A: C48H57CaCl3N3OP2STe